# 1
79
Properties=species:S:1:pos:R:3 method="wB97M-V/def2-TZVPD" gap_ev=5.8 de_lowest_kcal_mol=0.0 lumo_energy_ev=-1.90
C -6.1643 -0.0400 0.5777
C -6.2442 -0.9965 1.7602
N -5.0258 -1.7924 1.9254
C -5.1560 -3.0123 2.7228
C -3.9506 -3.9257 2.5622
C -2.6674 -3.1569 2.8479
C -2.6022 -1.8855 2.0651
C -3.8048 -1.2437 1.6556
C -3.6825 -0.0114 0.9511
C -2.4456 0.4797 0.5957
C -1.2304 -0.1993 0.8991
C 0.0100 0.2518 0.3626
C 1.2887 -0.2713 0.7517
C 2.4457 0.5524 0.9061
C 3.6788 0.0434 1.2855
C 3.8454 -1.3506 1.5197
N 5.0812 -1.9000 1.7135
C 6.2811 -1.1027 1.4556
C 6.1182 0.3321 1.9368
C 4.8390 0.9774 1.4061
C 5.2605 -3.3526 1.6902
C 4.0764 -4.0706 2.3192
C 2.7843 -3.6513 1.6377
C 2.6981 -2.1815 1.3990
C 1.4901 -1.6590 0.9955
C -1.3784 -1.3158 1.7845
C -4.8928 0.7965 0.6091
H -6.1981 -0.6029 -0.3622
H -7.0309 0.6245 0.5892
H -6.4371 -0.4144 2.6794
H -7.0909 -1.6842 1.6413
H -5.2771 -2.7540 3.7911
H -6.0803 -3.5306 2.4269
H -4.0397 -4.7774 3.2404
H -3.9189 -4.3237 1.5412
H -2.5974 -2.9337 3.9267
H -1.8013 -3.7834 2.6019
H -2.3936 1.4263 0.0627
H -0.0293 1.0653 -0.3689
H 2.3288 1.6312 0.7758
H 7.1291 -1.5865 1.9572
H 6.5128 -1.1029 0.3746
H 6.1046 0.3620 3.0329
H 6.9813 0.9181 1.6074
H 5.0362 1.4027 0.4098
H 4.5701 1.8293 2.0488
H 5.3817 -3.6985 0.6464
H 6.1955 -3.5986 2.2140
H 4.2118 -5.1497 2.2259
H 4.0160 -3.8351 3.3866
H 2.7040 -4.1531 0.6603
H 1.9227 -3.9898 2.2312
H 0.6502 -2.3433 0.8643
H -0.4951 -1.7318 2.2640
H -4.7315 1.2698 -0.3689
H -5.0024 1.6218 1.3356
C 3.1711 4.1532 -2.0385
C 2.2298 3.2962 -2.8549
O 0.9530 3.6919 -2.8206
B 0.0009 2.8474 -3.5909
H 0.0208 1.6697 -3.0425
O -1.3672 3.4562 -3.5020
C -2.1064 3.2457 -2.4252
C -3.4280 3.9725 -2.4031
O -1.7633 2.5233 -1.4791
O 0.4071 2.9211 -5.0021
C -0.3318 2.5765 -6.0561
C 0.0748 3.2817 -7.3378
O -1.2530 1.7676 -6.0472
O 2.6516 2.3227 -3.4756
H 2.6320 4.8978 -1.4471
H 3.7569 3.4815 -1.3941
H 3.8805 4.6478 -2.7171
H -3.6249 4.4699 -3.3560
H -4.2175 3.2448 -2.1649
H -3.4079 4.7132 -1.5905
H 0.9215 3.9549 -7.1845
H 0.3100 2.5437 -8.1160
H -0.7834 3.8487 -7.7255


# 2
85
Properties=species:S:1:pos:R:3 method="wB97M-V/def2-TZVPD" total_charge=-1 gap_ev=6.5 de_lowest_kcal_mol=7.8 lumo_energy_ev=1.84
K 0.0845 -0.3771 0.2996
I 8.1383 -0.3571 -0.6462
C 6.0717 -0.3467 -0.8251
C 5.4936 -0.2274 -2.0782
C 4.1154 -0.2097 -2.1929
I 3.2710 -0.0604 -4.0925
C 3.2409 -0.2898 -1.0766
O 1.9697 -0.2275 -1.1664
C 3.8872 -0.4592 0.1951
C 3.0547 -0.7008 1.4273
N 2.3645 0.4827 1.9590
C 1.5458 0.1537 3.1156
C 0.3623 1.0750 3.3262
C -0.1528 1.2726 4.6045
C -1.3119 2.0075 4.7537
C -1.9206 2.5353 3.6229
C -1.3261 2.3043 2.3985
N -0.2076 1.5978 2.2435
C 5.2646 -0.4738 0.3003
H 6.1120 -0.1474 -2.9620
H 3.7071 -1.0690 2.2223
H 2.3391 -1.5239 1.2254
H 1.8156 0.9506 1.2481
H 2.1632 0.1543 4.0191
H 1.1247 -0.8647 3.0427
H 0.3467 0.8321 5.4575
H -1.7440 2.1579 5.7349
H -2.8420 3.0974 3.6819
H -1.7749 2.6851 1.4882
H 5.7114 -0.5945 1.2807
O -3.1079 -0.9838 2.9308
Cl -2.5048 -1.4253 1.7129
O -3.2123 -2.5484 1.1758
O -1.1113 -1.8083 1.9666
O -2.5012 -0.3384 0.7356
C -2.8187 1.7943 -2.2330
P -1.0133 1.4773 -2.0604
C -0.7261 0.5822 -3.6663
N -0.3955 1.2744 -4.7158
C -0.0919 0.5933 -5.8613
C 0.3391 1.3105 -7.0013
C 0.6583 0.6424 -8.1471
C 0.5535 -0.7679 -8.2043
C 0.1343 -1.4723 -7.1138
C -0.1922 -0.7941 -5.9167
N -0.5938 -1.5138 -4.8262
C -0.8320 -0.8702 -3.7218
P -1.2545 -1.8254 -2.1798
C -3.0359 -2.1407 -2.4913
C -0.4743 -3.4985 -2.4205
C -0.6229 -4.1712 -1.0482
C -1.1124 -4.3909 -3.4828
C 1.0179 -3.3054 -2.7080
C -0.2681 3.1657 -2.3120
C 1.2308 3.0116 -2.6021
C -0.9409 4.0318 -3.3743
C -0.4012 3.8500 -0.9471
H -3.1006 2.1335 -3.2306
H -3.1124 2.5547 -1.5064
H -3.3704 0.8899 -1.9831
H 0.4171 2.3876 -6.9209
H 1.0000 1.1874 -9.0177
H 0.8152 -1.2858 -9.1182
H 0.0528 -2.5520 -7.1217
H -3.2242 -2.5523 -3.4835
H -3.5956 -1.2142 -2.3751
H -3.4039 -2.8288 -1.7279
H -1.6629 -4.2455 -0.7220
H -0.0827 -3.6320 -0.2675
H -0.2077 -5.1823 -1.1088
H -2.1513 -4.6256 -3.2389
H -0.5674 -5.3398 -3.5272
H -1.0826 -3.9293 -4.4680
H 1.4809 -2.5709 -2.0419
H 1.1971 -2.9666 -3.7261
H 1.5273 -4.2652 -2.5706
H 1.4143 2.6558 -3.6091
H 1.7100 2.3052 -1.9171
H 1.7143 3.9885 -2.4887
H -0.8841 3.5751 -4.3635
H -0.4410 5.0051 -3.4101
H -1.9909 4.2186 -3.1366
H 0.1134 3.2940 -0.1616
H -1.4443 3.9840 -0.6448
H 0.0511 4.8451 -1.0130


# 3
80
Properties=species:S:1:pos:R:3 method="wB97M-V/def2-TZVPD" spin_multiplicity=6 total_charge=+2 gap_ev="5.4 / 3.4" de_lowest_kcal_mol=22.5 lumo_energy_ev="-5.30 / -9.32"
Ir -0.1256 -0.9908 -2.4437
C -1.8282 2.1676 -1.4796
C -1.7606 1.2532 -2.4806
C -1.1325 1.6489 -3.7976
C 0.1270 1.0023 -4.3565
C 1.0831 0.4903 -3.2533
C 1.1537 1.2893 -2.0608
C 0.7134 2.6844 -1.8704
C -0.7185 3.1123 -1.2737
C 0.6912 -2.6907 -2.0021
H -2.7141 2.2125 -0.8350
H -2.4561 0.3765 -2.4718
H -0.9721 2.7337 -3.8074
H -1.9415 1.4854 -4.5082
H -0.1179 0.1768 -5.0799
H 0.6433 1.7727 -4.9744
H 2.0383 0.0052 -3.5927
H 1.8184 0.8640 -1.3015
H 0.8918 3.3300 -2.7725
H 1.4412 3.0382 -1.1024
H -0.5930 3.4034 -0.2234
H -0.9361 4.0493 -1.8039
H 1.4328 -2.5338 -1.1912
H 1.1723 -3.0003 -2.9527
H -0.0899 -3.3968 -1.6588
P 1.6094 -1.1166 -6.3678
P -2.2119 -0.3666 -6.3353
N 2.9698 -0.0895 -6.9163
N 2.0647 -2.4009 -7.5497
N -2.2663 1.2681 -7.1023
N -3.6861 -0.8496 -7.2660
C 0.3970 -0.2848 -7.5320
C -0.9697 -0.9955 -7.5999
C 4.0989 0.1539 -6.1201
C 4.9571 1.0152 -6.8163
C 4.3446 1.2854 -8.0789
C 3.1483 0.6022 -8.1120
C 2.3374 -3.7265 -7.1951
C 2.8447 -4.4049 -8.3053
C 2.8809 -3.4685 -9.3982
C 2.3908 -2.2664 -8.9060
C -2.7023 2.4149 -6.4274
C -2.7357 3.4947 -7.3144
C -2.3074 3.0013 -8.5901
C -1.9808 1.6571 -8.4231
C -4.3790 -0.2486 -8.3298
C -5.3846 -1.1005 -8.7776
C -5.3077 -2.2963 -7.9749
C -4.2632 -2.1175 -7.0714
H 0.7900 -0.2190 -8.5592
H 0.3287 0.7561 -7.1652
H -1.3836 -0.9544 -8.6316
H -0.8499 -2.0616 -7.3389
H 4.1721 -0.3052 -5.1512
H 5.9001 1.3866 -6.4666
H 4.7323 1.8905 -8.8860
H 2.4286 0.5731 -8.9144
H 2.1031 -4.0530 -6.1980
H 3.1240 -5.4514 -8.3348
H 3.1799 -3.6347 -10.4264
H 2.2205 -1.3511 -9.4570
H -2.9566 2.3623 -5.3740
H -3.0039 4.4976 -7.0582
H -2.2184 3.5754 -9.4966
H -1.6053 0.9606 -9.1538
H -4.1433 0.7454 -8.6829
H -6.0829 -0.8975 -9.5830
H -5.9373 -3.1707 -8.0487
H -3.8842 -2.7559 -6.2876
O 0.8374 0.7580 0.3943
C -0.0692 -0.0610 0.4865
C -0.7745 -0.2590 1.7976
C -1.9449 -1.1365 1.4649
C -1.9331 -1.3081 -0.0610
O -2.8555 -1.6952 -0.7882
N -0.6845 -0.8307 -0.5072
H -0.0692 -0.7598 2.4700
H -1.0678 0.7164 2.2017
H -1.7643 -2.1114 1.9422
H -2.8898 -0.6997 1.8124


# 4
74
Properties=species:S:1:pos:R:3 method="wB97M-V/def2-TZVPD" total_charge=-1 gap_ev=1.4 lumo_energy_ev=-0.03
C -0.9112 3.3282 -5.1124
C -0.3675 1.9258 -5.3232
C -0.3784 1.0744 -4.0393
C 0.9409 0.3750 -3.7590
C 0.8029 -0.8736 -2.8677
C 1.4220 -0.6950 -1.4951
C 2.9472 -0.6433 -1.5229
C 3.6079 -1.8760 -0.9371
C 3.4104 -2.0832 0.5962
C 3.1503 -0.8277 1.4346
C 1.8395 -0.9178 2.2568
C 1.1741 0.4496 2.4199
C -0.2823 0.4812 2.9922
C -1.1116 -0.7574 2.7958
C -1.4525 -1.2000 1.5177
C -2.1894 -2.3625 1.3244
C -2.6053 -3.0885 2.4243
C -2.2941 -2.6432 3.6883
C -1.5584 -1.4895 3.8816
H -1.0279 3.8266 -6.0733
H -0.2427 3.9289 -4.5066
H -1.8964 3.3010 -4.6614
H 0.6426 1.9977 -5.7184
H -0.9544 1.4143 -6.0790
H -1.1386 0.3140 -4.1697
H -0.6948 1.6905 -3.2027
H 1.3878 0.0995 -4.7111
H 1.6158 1.0676 -3.2615
H 1.1676 -1.7629 -3.3742
H -0.2653 -1.0421 -2.7198
H 1.0645 0.2454 -1.0831
H 1.0831 -1.4918 -0.8406
H 3.2817 -0.5603 -2.5617
H 3.2954 0.2463 -1.0156
H 4.6706 -1.8493 -1.1719
H 3.2068 -2.7418 -1.4732
H 2.6474 -2.8556 0.7437
H 4.3460 -2.5321 0.9375
H 3.9619 -0.7803 2.1646
H 1.1954 -1.6277 1.7501
H 2.0945 -1.2786 3.2581
H 1.7798 0.9827 3.1468
H 1.2636 1.0302 1.5134
H -0.8097 1.2895 2.4905
H -0.2523 0.7227 4.0511
H -1.1203 -0.6228 0.6689
H -2.4203 -2.6805 0.3216
H -3.1587 -3.9997 2.2718
H -2.6290 -3.2065 4.5446
H -1.3045 -1.1569 4.8723
C 3.3300 4.1068 4.1982
C 3.7764 4.5876 5.3618
C 2.8670 5.2379 6.3268
O 3.2730 5.6804 7.3896
C 1.4395 5.3306 5.9523
C 0.9915 4.8499 4.7903
C 1.9034 4.2025 3.8211
O 1.5011 3.7616 2.7618
H 3.9797 3.6232 3.4793
H 4.8169 4.5239 5.6540
H 0.7873 5.8082 6.6729
H -0.0501 4.9088 4.5001
C -4.6788 -2.5345 -1.7782
C -5.5073 -2.0165 -2.6816
C -5.5214 -2.5025 -4.0824
O -6.2745 -2.0283 -4.9089
C -4.5789 -3.5925 -4.4374
C -3.7521 -4.1145 -3.5345
C -3.7369 -3.6262 -2.1334
O -2.9891 -4.0998 -1.3055
H -4.6481 -2.1912 -0.7512
H -6.2006 -1.2195 -2.4445
H -4.6061 -3.9315 -5.4653
H -3.0558 -4.9087 -3.7719